{"formula": "C50H54F27MgO27Zr", "method": "ωB97M-V/def2-TZVPD", "total_energy_ha": -6912.11728, "spin_multiplicity": 2, "e_homo_ev": [-11.25, -11.25], "total_charge": 2, "orbital_gap_ev": [2.6, 2.0], "symbols": ["Zr", "Mg", "C", "C", "C", "O", "C", "C", "C", "O", "O", "O", "H", "H", "C", "C", "C", "O", "C", "C", "C", "O", "O", "O", "H", "H", "C", "C", "O", "H", "H", "H", "H", "H", "C", "C", "O", "C", "O", "C", "F", "F", "F", "H", "H", "H", "H", "H", "C", "C", "O", "C", "O", "C", "F", "F", "F", "H", "H", "H", "H", "H", "C", "C", "O", "C", "O", "C", "F", "F", "F", "H", "H", "H", "H", "H", "C", "C", "O", "C", "O", "C", "F", "F", "F", "H", "H", "H", "H", "H", "C", "C", "O", "C", "O", "C", "F", "F", "F", "H", "H", "H", "H", "H", "C", "C", "O", "C", "O", "C", "F", "F", "F", "H", "H", "H", "H", "H", "C", "C", "O", "C", "O", "C", "F", "F", "F", "H", "H", "H", "H", "H", "C", "C", "O", "C", "O", "C", "F", "F", "F", "H", "H", "H", "H", "H", "C", "C", "O", "C", "O", "C", "F", "F", "F", "H", "H", "H", "H", "H"], "coordinates": [[-0.3129, 3.4728, -3.7218], [0.5598, -1.2471, 2.7488], [1.5034, 0.6195, -0.8729], [0.6926, 1.4950, -1.5320], [-0.6240, 1.9943, -0.9523], [-1.3401, 2.9125, -1.6186], [-1.1163, 1.5173, 0.1959], [-0.4059, 0.4546, 0.9534], [1.0522, 0.0980, 0.4277], [1.6226, -0.8200, 1.0868], [-0.7132, -0.0481, 2.0253], [1.0739, 1.8537, -2.6992], [2.4519, 0.2409, -1.2244], [-2.0898, 1.7925, 0.5741], [-2.9125, 0.4873, -5.6720], [-2.5244, 1.4771, -4.8753], [-3.2730, 2.7915, -4.6695], [-2.6339, 3.8197, -4.1492], [-4.4677, 2.9626, -5.3357], [-5.0442, 1.8673, -6.1558], [-4.1039, 0.6116, -6.4996], [-4.3440, -0.1207, -7.4841], [-6.1962, 1.7882, -6.5414], [-1.2985, 1.3739, -4.4122], [-2.2800, -0.3629, -5.8808], [-5.0156, 3.8931, -5.3557], [-1.4933, -1.7878, 6.5809], [-1.0350, -2.5562, 5.2970], [-0.3016, -1.8435, 4.3799], [-2.2035, -2.4226, 7.1108], [-1.9792, -0.8638, 6.2677], [-0.5963, -1.5102, 7.1344], [-1.8506, -2.9851, 4.7148], [-0.6429, -3.5105, 5.6487], [-3.0508, -4.0734, 2.2100], [-1.8247, -4.8921, 2.3442], [-1.1243, -4.8680, 1.0500], [-0.4987, -3.7475, 0.5965], [-0.1871, -2.7249, 1.2773], [-0.0459, -3.9022, -0.8373], [-0.3116, -5.1208, -1.3067], [-0.7883, -2.9935, -1.5538], [1.2284, -3.6220, -0.9066], [-3.5847, -4.2993, 1.2869], [-2.8615, -3.0042, 2.3053], [-3.5590, -4.4085, 3.1142], [-2.0913, -5.9469, 2.4109], [-1.1481, -4.5622, 3.1326], [-4.3155, -0.1797, 2.9468], [-4.2787, 0.1648, 4.4479], [-5.3635, 1.0013, 4.7710], [-6.4383, 0.4828, 5.4179], [-6.3610, -0.5668, 6.0665], [-7.7776, 1.2415, 5.4000], [-8.0941, 1.5754, 6.6796], [-7.5697, 2.3366, 4.7210], [-8.6908, 0.4761, 4.9102], [-3.9864, 0.7100, 2.4100], [-5.2855, -0.5845, 2.6583], [-3.5978, -0.9983, 2.8916], [-3.3268, 0.6900, 4.5254], [-4.1975, -0.6599, 5.1559], [4.6261, -2.8018, 0.3820], [4.7475, -3.5068, -0.9570], [4.3918, -4.9058, -0.5393], [4.4135, -5.9023, -1.4588], [4.7789, -5.7907, -2.6530], [4.0315, -7.2612, -0.7829], [3.0122, -7.8297, -1.4525], [5.0058, -8.1910, -0.8361], [3.7431, -7.1220, 0.4810], [5.2459, -1.9079, 0.4527], [4.7373, -3.5034, 1.2087], [3.6209, -2.4139, 0.5472], [5.7250, -3.5109, -1.4394], [3.9539, -3.2109, -1.6430], [5.3383, -1.4308, 3.5443], [4.6146, -2.1092, 4.7293], [4.1563, -3.3680, 4.2733], [2.9635, -3.5046, 3.5453], [2.2513, -2.5541, 3.0880], [2.5549, -4.9426, 3.3007], [3.4635, -5.7302, 3.9109], [1.3384, -5.0781, 3.8823], [2.4202, -5.2117, 2.0594], [4.7122, -1.3803, 2.6534], [6.1895, -2.0772, 3.3300], [5.7473, -0.4322, 3.6974], [3.8152, -1.5147, 5.1715], [5.3118, -2.2741, 5.5507], [-0.9644, 2.6205, 3.9353], [-0.3504, 1.7460, 4.9872], [1.1181, 1.9141, 5.0925], [1.9792, 1.1775, 4.3950], [1.6483, 0.1866, 3.6524], [3.4783, 1.6302, 4.5891], [4.0459, 0.8494, 5.5065], [4.1291, 1.4706, 3.4164], [3.5609, 2.9275, 5.0193], [-0.2869, 2.7012, 3.0853], [-0.9791, 3.5881, 4.4369], [-1.9945, 2.3773, 3.6749], [-0.8006, 0.7688, 4.8126], [-0.6842, 1.9453, 6.0055], [-1.4456, 5.8286, 1.3734], [-0.2136, 5.9033, 0.5019], [0.9646, 5.3013, 1.0733], [1.7380, 4.5122, 0.2498], [1.3650, 4.1816, -0.8502], [2.9197, 3.8697, 0.9604], [3.0283, 4.3558, 2.2020], [2.8500, 2.5750, 0.9567], [4.0478, 4.1648, 0.3978], [-2.2461, 6.4099, 0.9158], [-1.2375, 6.2206, 2.3689], [-1.9173, 4.8473, 1.4258], [-0.0444, 6.9341, 0.1907], [-0.5507, 5.4321, -0.4214], [-8.2325, 0.9241, -2.9015], [-6.8273, 1.3605, -2.4741], [-6.0855, 0.2414, -1.9873], [-4.7759, 0.2565, -1.8604], [-4.0566, 1.2096, -2.2053], [-4.1049, -0.9759, -1.2742], [-3.4486, -0.6547, -0.1634], [-5.0309, -1.8249, -1.0032], [-3.2814, -1.5020, -2.1138], [-8.0661, 0.4293, -3.8584], [-8.7795, 1.8164, -3.2062], [-8.7758, 0.2869, -2.2038], [-6.8651, 2.0644, -1.6427], [-6.2121, 1.9089, -3.1874], [1.5095, -1.2633, -4.4068], [2.9487, -0.6769, -4.5695], [3.9338, -1.6255, -4.3362], [4.3226, -2.4745, -5.2694], [3.7263, -2.7840, -6.3437], [5.6252, -3.1796, -4.9125], [5.2361, -4.4706, -4.8255], [6.5237, -2.9546, -5.8336], [6.1863, -2.8225, -3.8356], [1.2431, -1.4069, -3.3597], [1.4000, -2.1994, -4.9543], [0.7007, -0.6243, -4.7612], [3.0382, 0.2151, -3.9495], [3.0789, -0.3220, -5.5918], [2.3856, 6.3276, -6.5342], [3.0675, 4.9487, -6.8289], [3.8700, 4.4428, -5.7554], [3.3191, 4.1444, -4.5328], [2.0709, 4.0111, -4.3648], [4.4196, 4.0250, -3.4040], [4.3541, 2.8703, -2.8574], [5.6758, 4.1489, -3.7850], [4.2465, 5.0442, -2.4622], [3.0450, 6.9742, -5.9554], [1.4391, 6.2597, -5.9977], [2.0821, 6.7330, -7.4994], [3.7701, 4.9108, -7.6613], [2.2274, 4.2649, -6.9500]]}